(1)
100
Properties=species:S:1:pos:R:3:lowdin_charge:R:1 method="wB97M-V/def2-TZVPD" spin_multiplicity=3 s2=2.0487 homo_ha="-0.2506 / -0.2547" e_above_lowest_kcal_mol=33.87 orbital_gap_ev="7.0 / 5.8"
Pd -0.06 0.08 0.93 0.458
I -0.82 0.70 6.05 0.922
C -1.33 -1.00 4.96 -0.646
C -1.95 -2.08 5.60 -0.237
C -2.31 -3.20 4.91 -0.689
I -3.26 -4.75 5.94 0.895
C -2.04 -3.29 3.52 -0.212
C -2.36 -4.41 2.72 -0.048
C -2.05 -4.40 1.39 -0.047
C -1.41 -3.27 0.85 -0.183
N -1.09 -2.22 1.56 0.076
C -1.40 -2.21 2.88 -0.144
C -1.04 -1.00 3.60 -0.455
O -0.49 -0.01 3.01 -0.283
H -2.15 -2.01 6.66 0.074
H -2.85 -5.26 3.16 0.056
H -2.28 -5.24 0.75 0.104
H -1.15 -3.25 -0.21 0.065
O 2.15 2.49 -0.09 -0.055
C 3.45 2.15 0.21 -0.255
C 4.56 2.50 -0.53 -0.005
C 5.81 2.09 -0.08 -0.075
C 5.94 1.33 1.07 -0.084
C 4.80 0.97 1.79 -0.062
C 3.54 1.38 1.37 -0.258
P 1.96 0.86 2.09 1.093
C 2.42 -0.23 3.47 -0.355
C 3.00 0.19 4.66 -0.097
C 3.32 -0.73 5.65 -0.080
C 3.06 -2.08 5.45 -0.079
C 2.47 -2.51 4.27 -0.069
C 2.15 -1.58 3.29 -0.104
C 1.35 2.45 2.77 -0.333
C 0.07 2.87 2.42 -0.114
C -0.45 4.06 2.91 -0.074
C 0.32 4.86 3.75 -0.086
C 1.62 4.47 4.07 -0.082
C 2.13 3.28 3.57 -0.091
C 1.76 2.95 -1.32 -0.264
C 2.17 4.20 -1.77 -0.006
C 1.75 4.64 -3.01 -0.060
C 0.92 3.84 -3.78 -0.066
C 0.49 2.62 -3.30 -0.078
C 0.89 2.15 -2.05 -0.250
P 0.24 0.58 -1.33 1.002
C -1.38 0.43 -2.28 -0.733
C -2.17 1.71 -2.16 -0.146
C -3.21 1.88 -2.96 -0.053
C -3.59 0.77 -3.91 -0.229
C -2.36 0.13 -4.49 -0.037
C -1.31 -0.05 -3.70 -0.125
C 1.32 -0.69 -2.08 -0.354
C 1.32 -1.95 -1.49 -0.100
C 2.12 -2.96 -2.00 -0.069
C 2.94 -2.72 -3.09 -0.079
C 2.96 -1.46 -3.67 -0.075
C 2.15 -0.45 -3.17 -0.085
H 4.47 3.07 -1.45 0.108
H 6.69 2.36 -0.65 0.105
H 6.91 1.01 1.41 0.102
H 4.89 0.34 2.66 0.103
H 3.19 1.24 4.85 0.089
H 3.77 -0.40 6.58 0.105
H 3.30 -2.80 6.23 0.103
H 2.24 -3.55 4.12 0.106
H 1.66 -1.91 2.38 0.087
H -0.51 2.25 1.74 0.063
H -1.45 4.37 2.64 0.104
H -0.08 5.78 4.14 0.101
H 2.23 5.10 4.70 0.102
H 3.15 3.02 3.80 0.098
H 2.80 4.80 -1.13 0.130
H 2.06 5.62 -3.37 0.109
H 0.59 4.18 -4.76 0.107
H -0.18 2.03 -3.91 0.096
H -1.89 2.43 -1.41 0.116
H -3.84 2.76 -2.90 0.117
H -4.24 1.15 -4.70 0.135
H -2.37 -0.23 -5.51 0.121
H -0.42 -0.58 -4.04 0.111
H 0.71 -2.12 -0.61 0.058
H 2.11 -3.94 -1.53 0.107
H 3.57 -3.51 -3.48 0.104
H 3.61 -1.26 -4.52 0.105
H 2.18 0.53 -3.64 0.102
O -7.31 -2.05 -5.90 0.121
C -6.55 -2.89 -5.16 -0.474
O -6.70 -4.07 -5.25 0.129
C -5.52 -2.27 -4.26 -0.134
C -4.60 -3.17 -3.65 0.012
C -3.63 -2.68 -2.77 -0.090
C -3.52 -1.35 -2.47 -0.459
S -2.29 -0.87 -1.30 0.992
C -4.42 -0.32 -3.10 -0.229
C -5.46 -0.95 -3.98 0.024
H -7.04 -1.14 -5.77 0.086
H -4.67 -4.22 -3.89 0.117
H -2.93 -3.37 -2.32 0.103
H -4.93 0.24 -2.31 0.155
H -6.19 -0.25 -4.37 0.118

***

(2)
110
Properties=species:S:1:pos:R:3:lowdin_charge:R:1 method="wB97M-V/def2-TZVPD" total_charge=-2 spin_multiplicity=1 homo_ha=-0.0928 orbital_gap_ev=6.4
Ba -0.35 0.25 -0.45 1.734
Br -0.21 4.53 -1.26 0.823
C 0.66 3.96 0.33 -0.704
C 1.44 4.89 1.00 -0.115
C 2.01 4.50 2.20 -0.058
C 1.74 3.23 2.69 0.002
C 0.94 2.38 1.94 -0.162
N 0.44 2.73 0.75 0.041
C 0.56 1.03 2.54 -0.609
O 0.71 0.92 3.75 0.056
O 0.09 0.18 1.72 -0.560
H 1.58 5.88 0.58 0.091
H 2.63 5.19 2.76 0.103
H 2.11 2.88 3.64 0.115
S -1.64 -1.26 -2.78 0.422
C -1.61 0.24 -3.62 -0.926
N -2.66 0.68 -4.24 0.006
N -2.43 1.77 -5.09 -0.037
C -2.86 3.04 -4.75 -0.275
C -3.66 3.27 -3.63 -0.027
C -4.11 4.55 -3.35 -0.094
C -3.78 5.62 -4.17 -0.127
C -2.97 5.39 -5.28 -0.131
C -2.51 4.12 -5.57 -0.067
N -0.39 0.88 -3.81 0.051
N 0.24 1.38 -2.87 -0.028
C 1.36 2.15 -3.25 -0.277
C 1.42 2.83 -4.46 -0.024
C 2.50 3.65 -4.75 -0.092
C 3.54 3.78 -3.84 -0.098
C 3.48 3.10 -2.63 -0.071
C 2.39 2.30 -2.33 -0.051
H -1.57 1.74 -5.61 0.105
H -3.90 2.44 -2.98 0.097
H -4.70 4.73 -2.46 0.059
H -4.13 6.62 -3.95 0.086
H -2.69 6.22 -5.92 0.087
H -1.88 3.95 -6.44 0.095
H 0.58 2.75 -5.15 0.093
H 2.52 4.19 -5.68 0.095
H 4.38 4.42 -4.06 0.092
H 4.28 3.20 -1.91 0.106
H 2.34 1.77 -1.38 0.083
N -0.74 -2.65 1.51 -0.384
P -1.90 -1.36 1.59 0.923
C -2.02 -1.17 3.42 -0.334
C -2.04 -2.28 4.25 -0.106
C -2.14 -2.14 5.62 -0.096
C -2.24 -0.87 6.18 -0.101
C -2.27 0.25 5.35 -0.081
C -2.16 0.09 3.98 -0.091
C -3.45 -2.37 1.50 -0.340
C -4.62 -1.63 1.69 -0.095
C -5.87 -2.23 1.66 -0.090
C -5.97 -3.60 1.42 -0.111
C -4.82 -4.34 1.21 -0.102
C -3.57 -3.73 1.24 -0.095
P 0.91 -2.20 1.11 1.009
C 1.56 -3.94 0.97 -0.326
C 0.88 -5.09 1.39 -0.101
C 1.50 -6.33 1.33 -0.103
C 2.80 -6.45 0.86 -0.114
C 3.47 -5.32 0.42 -0.094
C 2.85 -4.08 0.47 -0.091
C 1.73 -1.97 2.74 -0.338
C 2.84 -1.14 2.77 -0.093
C 3.53 -0.93 3.96 -0.086
C 3.09 -1.53 5.13 -0.103
C 1.99 -2.38 5.10 -0.086
C 1.33 -2.62 3.90 -0.081
H -1.02 -3.19 0.68 0.030
H -1.98 -3.27 3.81 0.098
H -2.14 -3.01 6.26 0.093
H -2.31 -0.75 7.25 0.091
H -2.36 1.24 5.78 0.101
H -2.18 0.96 3.33 0.113
H -4.54 -0.56 1.86 0.108
H -6.76 -1.64 1.82 0.098
H -6.94 -4.07 1.39 0.091
H -4.89 -5.40 1.01 0.094
H -2.69 -4.34 1.07 0.086
H -0.13 -5.01 1.77 0.083
H 0.96 -7.21 1.66 0.093
H 3.28 -7.42 0.82 0.090
H 4.48 -5.40 0.03 0.097
H 3.37 -3.19 0.11 0.101
H 3.15 -0.62 1.87 0.089
H 4.39 -0.27 3.97 0.099
H 3.60 -1.34 6.06 0.090
H 1.64 -2.85 6.01 0.094
H 0.49 -3.30 3.87 0.088
Cl 5.38 -2.61 -5.16 0.579
C 4.27 -1.99 -3.96 -0.685
C 2.90 -2.28 -4.06 -0.104
C 2.03 -1.78 -3.13 -0.005
C 2.44 -0.93 -2.06 -0.384
O 1.59 -0.44 -1.26 -0.512
C 3.86 -0.69 -1.96 -0.140
C 4.46 0.08 -0.89 -0.253
O 3.92 0.66 0.03 0.001
C 4.74 -1.22 -2.93 -0.094
H 2.55 -2.91 -4.86 0.101
H 0.97 -1.99 -3.20 0.053
H 5.57 0.11 -0.96 0.115
H 5.80 -1.02 -2.84 0.101
N -5.25 5.26 -0.15 0.051
C -4.48 4.42 0.08 -0.450
N -3.63 3.52 0.45 0.070
C -2.90 2.63 -0.11 -0.417
N -2.17 1.79 -0.46 -0.149